# 1
Molecular formula: C6H10
Method: DFT, wB97M-V/def2-TZVPD

Properties
Energy above the lowest of the compared OMol25 structures with the same formula, charge and spin = 113.6 kcal/mol
Strongest force on any atom = 0.0149 hartree/bohr
LUMO (alpha / beta) = 0.4 / 0.1 eV
Charge = 0
HOMO-LUMO gap (alpha / beta) = 8.1 / 7.5 eV

XYZ file:
```
16
Properties=species:S:1:pos:R:3:nbo_charge:R:1
C -2.081 -2.074 0.755 -0.42
C -1.364 -0.877 0.535 -0.41
C -0.984 0.277 0.142 0.09
C 0.276 1.045 -0.056 -0.30
C 0.484 1.279 -1.566 -0.59
C 1.514 0.370 0.567 -0.60
H -2.340 -2.386 1.765 0.21
H -2.197 -2.815 -0.036 0.21
H -0.565 -1.453 1.149 0.34
H 0.154 2.034 0.413 0.21
H 0.629 0.323 -2.086 0.21
H 1.374 1.899 -1.732 0.21
H -0.380 1.784 -2.014 0.22
H 1.691 -0.607 0.097 0.20
H 2.412 0.986 0.423 0.21
H 1.377 0.216 1.645 0.21
```

---

# 2
Molecular formula: C6H10
Method: DFT, wB97M-V/def2-TZVPD

Properties
Energy above the lowest of the compared OMol25 structures with the same formula, charge and spin = 38.7 kcal/mol
Strongest force on any atom = 0.0053 hartree/bohr
Structure (SMILES) = C=C1C=CCC1.[H][H]
LUMO = 1.2 eV
Charge = 0
HOMO-LUMO gap = 9.6 eV

XYZ file:
```
16
Properties=species:S:1:pos:R:3:nbo_charge:R:1
C 2.142 0.582 0.344 -0.41
C 0.865 0.276 0.133 -0.01
C 0.200 0.362 -1.175 -0.23
C -0.794 -0.526 -1.235 -0.17
C -0.966 -1.268 0.075 -0.44
C -0.079 -0.468 1.055 -0.44
H 2.652 0.274 1.249 0.20
H 2.725 1.081 -0.426 0.20
H 0.556 1.004 -1.975 0.22
H -1.386 -0.738 -2.119 0.21
H -0.594 -2.296 -0.023 0.21
H -2.011 -1.332 0.394 0.21
H 0.451 -1.084 1.786 0.22
H -0.699 0.240 1.621 0.22
H -1.711 1.731 -0.095 0.00
H -1.351 2.162 0.391 -0.01
```

---

# 3
Molecular formula: C6H10
Method: DFT, wB97M-V/def2-TZVPD

Properties
Energy above the lowest of the compared OMol25 structures with the same formula, charge and spin = 22.7 kcal/mol
Strongest force on any atom = 0.0038 hartree/bohr
Structure (SMILES) = CC1=CC[C@H]1C
LUMO = 1.2 eV
Charge = 0
HOMO-LUMO gap = 10.2 eV

XYZ file:
```
16
Properties=species:S:1:pos:R:3:nbo_charge:R:1
C 2.056 0.248 0.397 -0.65
C 0.611 0.531 0.161 0.03
C -0.061 1.568 -0.348 -0.20
C -1.414 0.900 -0.255 -0.41
C -0.648 -0.294 0.402 -0.23
C -0.771 -1.651 -0.277 -0.61
H 2.407 -0.569 -0.245 0.22
H 2.661 1.134 0.174 0.22
H 2.251 -0.048 1.435 0.22
H 0.251 2.546 -0.707 0.20
H -2.170 1.386 0.373 0.20
H -1.867 0.645 -1.221 0.20
H -0.890 -0.391 1.469 0.20
H -1.800 -2.024 -0.217 0.21
H -0.497 -1.585 -1.337 0.20
H -0.119 -2.395 0.196 0.21
```

---

# 4
Molecular formula: C6H10
Method: DFT, wB97M-V/def2-TZVPD

Properties
Energy above the lowest of the compared OMol25 structures with the same formula, charge and spin = 134.0 kcal/mol
Strongest force on any atom = 0.0257 hartree/bohr
LUMO (alpha / beta) = -0.3 / 0.4 eV
Charge = 0
HOMO-LUMO gap (alpha / beta) = 6.8 / 8.8 eV

XYZ file:
```
16
Properties=species:S:1:pos:R:3:nbo_charge:R:1
C -1.472 0.528 0.459 -0.40
C -0.495 0.954 -0.588 -0.22
C 0.963 1.171 -0.187 -0.40
C 1.446 -0.173 0.429 -0.49
C 0.399 -1.161 0.016 -0.04
C -0.791 -0.532 -0.385 -0.31
H -1.188 0.586 1.509 0.21
H -2.530 0.689 0.269 0.22
H -0.877 1.463 -1.468 0.23
H 1.549 1.398 -1.084 0.21
H 1.093 2.007 0.508 0.21
H 1.455 -0.121 1.528 0.23
H 2.463 -0.451 0.128 0.22
H -1.363 -2.476 0.211 -0.12
H 0.559 -2.220 -0.136 0.22
H -1.499 -1.493 -0.578 0.22
```

---

Repeat the first record exactly.
Molecular formula: C6H10
Method: DFT, wB97M-V/def2-TZVPD

Properties
Energy above the lowest of the compared OMol25 structures with the same formula, charge and spin = 113.6 kcal/mol
Strongest force on any atom = 0.0149 hartree/bohr
LUMO (alpha / beta) = 0.4 / 0.1 eV
Charge = 0
HOMO-LUMO gap (alpha / beta) = 8.1 / 7.5 eV

XYZ file:
```
16
Properties=species:S:1:pos:R:3:nbo_charge:R:1
C -2.081 -2.074 0.755 -0.42
C -1.364 -0.877 0.535 -0.41
C -0.984 0.277 0.142 0.09
C 0.276 1.045 -0.056 -0.30
C 0.484 1.279 -1.566 -0.59
C 1.514 0.370 0.567 -0.60
H -2.340 -2.386 1.765 0.21
H -2.197 -2.815 -0.036 0.21
H -0.565 -1.453 1.149 0.34
H 0.154 2.034 0.413 0.21
H 0.629 0.323 -2.086 0.21
H 1.374 1.899 -1.732 0.21
H -0.380 1.784 -2.014 0.22
H 1.691 -0.607 0.097 0.20
H 2.412 0.986 0.423 0.21
H 1.377 0.216 1.645 0.21
```

---

> Among the records above, which one has the highest strongest force on any atom?

number 4